1.
One molecule with the formula C6H10N2. Source: OMol25; level of theory: the ωB97M-V functional and the def2-TZVPD basis.

XYZ file:
```
18
Properties=species:S:1:pos:R:3:forces:R:3
C 1.3190 1.4476 0.7009 -0.1 -0.1 0.0
N 0.6351 0.1531 0.7890 -0.2 0.0 -0.1
C -1.1580 0.1977 0.4799 0.3 -0.2 -0.1
C -0.8017 -0.4949 -0.6602 -0.1 0.1 0.1
N -1.6094 -0.8238 -1.7563 -0.1 0.0 -0.1
C -2.0385 0.6168 1.3869 0.0 0.0 0.0
C 1.6517 -1.3006 -0.9728 -0.2 0.1 0.1
C 0.5919 -0.6758 -0.4338 0.3 0.0 0.1
H 0.9314 -0.3802 1.6069 0.0 0.0 -0.1
H -2.2019 -1.6324 -1.6196 0.1 0.0 0.0
H -1.0880 -0.9143 -2.6178 0.0 0.0 0.1
H 0.9081 1.9867 -0.1514 0.0 0.0 0.0
H 1.1382 2.0159 1.6139 0.0 0.0 0.0
H 2.3939 1.3145 0.5573 -0.1 0.0 0.0
H -1.8438 1.4703 2.0230 0.0 0.0 0.0
H -3.0066 0.1380 1.4627 0.1 0.0 0.0
H 1.5218 -1.9913 -1.7948 0.0 0.0 0.0
H 2.6566 -1.1270 -0.6137 0.0 0.0 0.0
```
Positions in Å, forces in eV/Å.

The orbital gap comes out at 7.26 eV. The calculation puts the relative energy (zero: lowest compared OMol25 entry of this formula, charge and spin) at 94.57 kcal/mol. As for the total charge: 0. The calculation puts the max |F| at 0.38 eV Å⁻¹. The HOMO energy is -6.379 eV.

2.
A 2-piece molecular cluster, C5H13NO overall. Source: OMol25; level of theory: the ωB97M-V functional and the def2-TZVPD basis.

XYZ file:
```
20
Properties=species:S:1:pos:R:3:forces:R:3
C -0.4040 -1.1910 2.7573 -0.4 -1.7 0.1
N -0.4438 -1.4619 1.3514 -0.1 0.9 -1.3
C 0.6113 -2.2384 0.7175 0.1 -0.5 0.1
C 1.0110 -1.5750 -0.6032 0.4 0.4 1.1
C -0.0677 -0.5202 -0.8420 0.1 0.4 -1.7
C -0.8498 -0.3335 0.4641 1.1 -0.5 0.6
H -0.3794 -2.1527 3.2978 0.5 0.1 -0.2
H -1.3976 -0.8708 3.0770 0.3 1.0 0.0
H 0.4721 -0.6216 3.0697 -0.2 0.6 0.3
H 1.5231 -2.3280 1.3208 -0.3 -0.2 0.3
H 0.1941 -3.2314 0.5111 0.4 -0.1 0.1
H 1.2506 -2.3308 -1.3398 -0.5 0.1 -0.5
H 1.9454 -1.0198 -0.4567 0.0 -0.2 0.1
H -0.6245 -0.6639 -1.7749 -0.5 -0.5 0.5
H 0.4829 0.3873 -1.1081 -0.3 0.2 0.3
H -0.5117 0.6501 0.8247 -0.3 -0.2 0.5
H -1.9297 -0.3579 0.4395 -0.3 0.3 -0.6
H 0.3427 6.3520 -2.6104 0.9 -0.7 0.3
H 0.3084 4.9766 -3.5856 0.6 0.6 1.0
O -0.0401 5.8327 -3.3097 -1.5 0.1 -1.2
```
Positions in Å, forces in eV/Å.

The orbital gap comes out at 8.75 eV. The calculation puts the relative energy (zero: lowest compared OMol25 entry of this formula, charge and spin) at 43.32 kcal/mol. As for the total charge: 0. As for the SMILES: CN1CCCC1.O. The calculation puts the max |F| at 1.91 eV Å⁻¹. The HOMO energy is -7.954 eV.

3.
C9H20AlINO3 as an isolated structure. Source: OMol25; level of theory: the ωB97M-V functional and the def2-TZVPD basis.

XYZ file:
```
35
Properties=species:S:1:pos:R:3:forces:R:3
C 2.5453 1.4297 -3.4348 0.0 0.0 -0.1
C 2.0076 2.7299 -4.0344 -0.1 -0.1 0.0
C 0.9085 3.3980 -3.2035 -0.1 0.0 -0.1
N -0.4124 2.8016 -3.4292 -0.1 0.0 0.4
Al -1.0947 1.8614 -1.9462 0.4 0.0 0.1
C -2.6440 0.6720 -2.6677 -0.3 -0.2 0.0
C -2.5858 -0.6893 -2.1953 0.0 0.0 -0.5
O -2.3733 -1.7219 -2.7308 0.2 0.0 0.1
I -2.9612 -0.8070 0.0172 -0.1 0.0 0.4
H 1.9121 0.5842 -3.7027 -0.1 0.0 0.1
H 3.5529 1.2168 -3.7991 0.0 0.0 0.0
H 2.5717 1.4777 -2.3457 0.1 0.0 0.0
H 1.5543 2.5146 -5.0054 0.2 0.1 -0.1
H 2.8310 3.4336 -4.1955 0.0 0.0 0.1
H 1.2045 3.3461 -2.1434 0.1 0.1 0.0
H 0.8928 4.4624 -3.4640 0.0 0.0 0.0
H -1.0518 3.5530 -3.6604 0.0 -0.1 -0.2
H 0.0592 0.9095 -1.3458 0.0 0.0 -0.1
H -1.6618 2.8678 -0.8015 -0.1 0.0 -0.1
H -2.6273 0.6418 -3.7592 0.1 0.1 0.0
H -3.5640 1.1233 -2.2960 0.1 0.2 0.1
O 1.6735 -0.2827 4.1232 0.0 0.0 0.0
C 1.0717 -1.3041 4.2977 -0.1 0.0 0.0
O 0.7226 -2.0500 3.2293 0.1 0.0 0.1
C 0.2170 -3.3806 3.3668 0.0 -0.1 0.0
C -1.2713 -3.4417 3.6420 0.0 0.2 0.0
C 0.6428 -1.7399 5.6848 0.1 0.0 0.0
H 0.7837 -3.9096 4.1365 0.0 0.0 0.0
H 0.4465 -3.8582 2.4161 0.0 0.1 0.0
H -1.5202 -2.9521 4.5837 0.0 0.0 0.0
H -1.5885 -4.4836 3.7084 0.0 0.0 0.0
H -1.8398 -2.9567 2.8487 0.1 0.0 0.0
H -0.3249 -1.2846 5.8961 0.0 0.0 0.0
H 1.3680 -1.3472 6.3918 0.0 0.1 0.0
H 0.5553 -2.8143 5.8183 0.0 0.0 0.0
```
Positions in Å, forces in eV/Å.

The orbital gap comes out at 7.08 eV. As for the total charge: -1. The calculation puts the max |F| at 0.51 eV Å⁻¹. The HOMO energy is -4.567 eV.

4.
C38H49ClIN7O5W as an isolated structure. Source: OMol25; level of theory: the ωB97M-V functional and the def2-TZVPD basis.

XYZ file:
```
102
Properties=species:S:1:pos:R:3:forces:R:3
W 0.1564 0.4861 -0.0794 3.9 -6.3 -0.9
C 6.9345 -0.5397 2.2781 -0.1 -0.2 0.2
C 5.8360 -1.4243 2.8971 0.3 0.1 0.0
C 6.3106 -2.8831 2.9339 -0.1 0.2 0.0
C 5.5653 -0.9733 4.3363 0.0 -0.1 -0.2
C 4.6135 -1.2755 2.0165 -0.2 -0.2 -0.4
C 3.5985 -0.3862 2.3271 -0.4 0.2 -0.2
C 2.5082 -0.2636 1.4663 0.8 -1.8 -1.3
N 1.4596 0.6090 1.4885 -1.1 1.2 -0.5
C 0.7577 1.0694 2.6015 0.6 0.3 0.5
C 1.1567 1.9308 3.5969 0.3 -0.7 -1.3
C 0.2561 2.2608 4.6197 -0.2 0.2 0.2
C -0.9522 1.5642 4.6652 -0.6 -0.4 -0.3
C -1.3914 0.6557 3.7036 -0.8 0.4 1.0
C -0.5924 0.5317 2.5466 0.1 0.2 -1.1
O -0.8362 -0.2002 1.4456 -0.8 0.6 1.6
C -2.6725 -0.1170 3.9808 -0.2 -0.2 -0.1
C -2.4512 -0.9646 5.2454 0.1 0.1 -0.1
C -3.8313 0.8673 4.2132 0.2 0.0 0.0
C -3.0569 -1.0698 2.8477 0.1 0.1 0.1
C 0.5845 3.3768 5.5863 0.0 0.1 0.2
C 2.0048 3.2243 6.1464 -0.1 -0.1 -0.1
C 0.4942 4.6818 4.7695 0.0 -0.1 -0.1
C -0.3887 3.4655 6.7647 0.1 -0.1 -0.2
C 2.3664 -1.1646 0.3412 1.5 0.6 2.0
O 1.1443 -1.1838 -0.1904 -0.6 1.2 -0.5
C 3.4627 -1.9361 -0.0708 -0.3 0.0 0.0
C 4.5518 -1.9695 0.7869 -0.2 0.3 0.3
C 3.4137 -2.6778 -1.3979 -0.1 0.0 -0.1
C 4.8071 -3.1008 -1.8661 -0.2 0.0 0.1
C 2.5198 -3.9096 -1.2197 0.1 0.1 0.0
C 2.8161 -1.7617 -2.4788 -0.1 -0.1 0.1
H 7.8547 -0.6391 2.8467 0.2 0.0 0.1
H 7.1326 -0.8315 1.2493 0.1 0.0 -0.1
H 6.6314 0.5051 2.2913 0.0 0.1 0.0
H 7.0977 -2.9900 3.6756 0.1 0.0 0.1
H 5.4928 -3.5448 3.2088 -0.1 -0.1 0.0
H 6.7195 -3.2066 1.9816 0.0 -0.1 -0.1
H 6.4222 -1.2109 4.9610 0.1 0.0 0.0
H 5.4065 0.0990 4.4040 -0.1 0.2 0.0
H 4.6991 -1.4898 4.7435 -0.1 0.0 0.1
H 3.6422 0.2341 3.2049 0.1 0.1 0.2
H 2.1362 2.3809 3.5453 0.1 0.0 0.0
H -1.6015 1.7373 5.5054 -0.1 0.0 0.1
H -2.2040 -0.3521 6.1065 0.0 0.1 0.1
H -3.3576 -1.5188 5.4749 -0.1 0.0 0.0
H -1.6442 -1.6772 5.0905 0.1 -0.1 0.0
H -3.7315 1.3864 5.1617 0.0 0.1 0.1
H -3.8699 1.6082 3.4181 -0.1 0.1 -0.1
H -4.7729 0.3239 4.2365 -0.1 -0.1 0.0
H -2.2595 -1.7840 2.6537 0.0 -0.1 -0.1
H -3.9504 -1.6233 3.1292 0.0 0.0 0.1
H -3.2656 -0.5165 1.9382 -0.1 -0.1 -0.1
H 2.7598 3.2896 5.3692 0.2 0.0 -0.1
H 2.1992 4.0209 6.8590 0.0 0.1 0.0
H 2.1092 2.2734 6.6620 0.1 -0.1 0.1
H 1.2242 4.6927 3.9646 0.1 0.1 -0.1
H -0.4964 4.7898 4.3341 -0.1 0.1 0.0
H 0.6838 5.5322 5.4194 0.0 0.0 0.1
H -0.3973 2.5411 7.3383 -0.1 -0.1 0.1
H -0.0691 4.2636 7.4307 0.0 0.0 0.0
H -1.3988 3.6998 6.4375 -0.1 0.0 0.0
H 5.3972 -2.5715 0.5075 0.1 -0.1 -0.1
H 5.2329 -3.8748 -1.2352 0.1 -0.1 0.1
H 4.7405 -3.5038 -2.8731 0.0 -0.1 -0.1
H 5.4821 -2.2475 -1.8914 0.1 0.1 0.0
H 2.9285 -4.5723 -0.4613 0.0 -0.1 0.1
H 1.5191 -3.6069 -0.9174 -0.1 -0.1 0.0
H 2.4580 -4.4563 -2.1558 -0.1 -0.1 -0.1
H 3.4212 -0.8632 -2.5901 0.1 0.1 -0.1
H 2.8111 -2.2848 -3.4316 0.0 -0.1 -0.1
H 1.7888 -1.4753 -2.2397 0.2 -0.1 -0.2
N -1.8600 -1.2498 -0.8775 -0.1 0.0 0.0
N -3.0508 -0.5308 -0.6113 0.1 0.3 -0.1
C -2.9246 0.7794 -0.2682 -0.6 -0.7 0.0
N -3.9321 1.4534 0.2780 0.3 0.0 -0.3
N -1.7298 1.2746 -0.5269 -0.3 0.4 -0.6
N -1.2004 2.3538 0.2067 -0.9 0.1 2.8
O -1.4198 2.3417 1.4659 -0.2 1.4 0.3
O 0.1309 2.3577 -0.1272 -0.4 2.9 -0.3
H -1.7404 -1.4090 -1.8857 0.0 0.3 0.3
H -1.9086 -2.1548 -0.4022 0.0 0.3 0.0
H -3.9403 -0.9132 -0.9099 0.1 0.1 0.1
H -4.8275 1.0290 0.4683 0.1 0.0 0.0
H -3.7870 2.4139 0.5546 -0.1 -0.1 -0.1
Cl 2.9683 3.5921 -5.7119 0.1 0.1 -0.1
C 2.0925 2.6123 -4.6107 -0.4 -0.2 0.1
C 0.8829 2.0678 -4.9877 0.6 0.3 -0.1
C 0.1730 1.2709 -4.0925 -0.4 -0.6 1.1
I -1.6859 0.4054 -4.4958 0.1 0.1 -0.4
C 0.6453 1.0168 -2.8194 0.6 0.7 -1.2
O 0.0177 0.2104 -1.9728 0.1 0.0 -0.4
C 1.8559 1.6128 -2.3993 -0.2 -0.1 -0.6
N 2.2129 1.3583 -1.1044 -0.4 0.4 -0.5
C 3.3608 1.8806 -0.6994 -0.3 -0.3 0.5
C 4.1974 2.6456 -1.5222 -0.1 0.0 -0.4
C 3.8322 2.9135 -2.8208 0.0 -0.1 0.4
C 2.6154 2.3998 -3.3043 -0.3 -0.3 0.2
H 0.4925 2.2498 -5.9777 0.0 0.1 -0.1
H 3.6559 1.6825 0.3231 -0.1 0.0 0.0
H 5.1248 3.0265 -1.1228 0.0 0.0 0.1
H 4.4610 3.5030 -3.4703 0.1 0.1 0.0
```
Positions in Å, forces in eV/Å.

The orbital gap (spin up / spin down) comes out at 3.39 / 3.57 eV. As for the total charge: +2. The calculation puts the max |F| at 7.50 eV Å⁻¹. The HOMO energy (spin up / spin down) is -12.512 / -12.569 eV.